[1]
{"formula": "C41H51Cl2N2O2P3S3Si2Ta", "method": "the ωB97M-V functional and the def2-TZVPD basis", "species": ["Ta", "C", "Si", "C", "C", "N", "P", "C", "P", "N", "Si", "C", "C", "C", "C", "C", "C", "C", "C", "C", "C", "C", "C", "C", "C", "C", "C", "C", "C", "C", "C", "C", "C", "C", "C", "C", "C", "C", "H", "H", "H", "H", "H", "H", "H", "H", "H", "H", "H", "H", "H", "H", "H", "H", "H", "H", "H", "H", "H", "H", "H", "H", "H", "H", "H", "H", "H", "H", "H", "H", "H", "H", "H", "H", "H", "H", "C", "C", "O", "P", "S", "S", "O", "C", "C", "H", "H", "H", "H", "H", "H", "H", "H", "H", "H", "Cl", "C", "C", "C", "C", "C", "Cl", "C", "S", "H", "H", "H"], "xyz": [[0.008, 0.165, -0.411], [-4.766, -1.919, -0.153], [-3.269, -1.391, -1.145], [-3.924, -0.258, -2.476], [-2.628, -2.987, -1.812], [-2.031, -0.542, -0.197], [-2.407, 0.394, 1.099], [-1.072, 1.444, 1.200], [0.100, 1.099, 2.382], [1.023, -0.060, 1.695], [2.641, -0.505, 2.250], [3.269, -1.993, 1.312], [2.720, -0.999, 4.048], [3.878, 0.896, 2.162], [-0.506, 0.658, 4.043], [-0.328, -0.608, 4.583], [-0.781, -0.899, 5.865], [-1.430, 0.074, 6.611], [-1.642, 1.338, 6.067], [-1.181, 1.628, 4.792], [1.106, 2.567, 2.782], [1.790, 2.688, 3.993], [2.638, 3.763, 4.223], [2.809, 4.737, 3.246], [2.115, 4.638, 2.045], [1.264, 3.563, 1.819], [-2.836, -0.717, 2.469], [-2.390, -2.038, 2.431], [-2.729, -2.925, 3.446], [-3.516, -2.496, 4.506], [-3.942, -1.173, 4.565], [-3.596, -0.288, 3.556], [-3.913, 1.371, 0.734], [-3.686, 2.484, -0.085], [-4.738, 3.280, -0.509], [-6.034, 2.993, -0.100], [-6.272, 1.903, 0.725], [-5.218, 1.092, 1.137], [-5.194, -2.776, -0.689], [-4.537, -2.251, 0.862], [-5.532, -1.143, -0.101], [-3.945, -0.755, -3.453], [-4.944, 0.059, -2.234], [-3.309, 0.639, -2.568], [-3.290, -3.338, -2.615], [-1.617, -2.896, -2.189], [-2.622, -3.747, -1.022], [2.472, -2.521, 0.788], [4.032, -1.726, 0.573], [3.726, -2.694, 2.020], [2.257, -1.971, 4.248], [3.790, -1.083, 4.282], [2.288, -0.264, 4.733], [3.731, 1.587, 1.333], [3.845, 1.489, 3.081], [4.888, 0.468, 2.080], [0.158, -1.372, 3.990], [-0.634, -1.891, 6.277], [-1.780, -0.152, 7.612], [-2.161, 2.097, 6.642], [-1.339, 2.617, 4.374], [1.680, 1.932, 4.763], [3.165, 3.839, 5.167], [3.469, 5.578, 3.428], [2.224, 5.401, 1.283], [0.696, 3.507, 0.899], [-1.786, -2.374, 1.596], [-2.385, -3.952, 3.404], [-3.793, -3.189, 5.293], [-4.537, -0.830, 5.403], [-3.921, 0.745, 3.618], [-2.669, 2.728, -0.371], [-4.543, 4.132, -1.147], [-6.856, 3.623, -0.419], [-7.282, 1.678, 1.048], [-5.431, 0.232, 1.758], [3.561, -1.791, -5.244], [3.310, -1.593, -3.769], [2.102, -0.838, -3.538], [0.752, -1.530, -3.097], [0.899, -2.386, -1.309], [-0.611, -0.110, -3.003], [0.604, -2.562, -4.294], [-0.447, -3.532, -4.502], [-1.697, -2.919, -5.081], [4.508, -2.319, -5.380], [3.627, -0.826, -5.750], [2.764, -2.374, -5.702], [4.100, -0.993, -3.321], [3.261, -2.539, -3.226], [-0.640, -4.050, -3.565], [-0.012, -4.248, -5.193], [-2.185, -2.254, -4.369], [-2.393, -3.721, -5.343], [-1.464, -2.353, -5.985], [2.478, 0.332, -0.875], [2.968, 1.900, -1.484], [4.316, 2.110, -1.694], [4.715, 3.355, -2.145], [3.760, 4.340, -2.360], [2.420, 4.084, -2.133], [1.288, 5.374, -2.406], [1.964, 2.833, -1.688], [0.282, 2.493, -1.397], [5.033, 1.321, -1.497], [5.763, 3.562, -2.321], [4.051, 5.323, -2.706]], "atomic_forces_ev_per_a": [[-0.765, 0.673, 1.124], [-0.179, -0.025, 0.259], [0.199, 0.406, 0.221], [-0.090, 0.163, -0.286], [0.106, -0.407, -0.076], [-0.114, -0.229, 0.082], [-0.245, 0.364, -0.474], [0.235, -1.268, -0.116], [0.088, 0.205, 0.054], [0.059, -0.047, -0.340], [-0.252, 0.104, -0.108], [0.153, -0.147, -0.153], [-0.029, -0.115, 0.329], [0.258, 0.132, 0.016], [-0.121, 0.049, 0.072], [-0.115, -0.056, -0.022], [-0.016, 0.048, -0.035], [0.017, 0.034, -0.028], [0.053, -0.042, -0.031], [0.062, -0.015, -0.008], [0.025, 0.078, -0.023], [0.046, -0.003, -0.020], [-0.065, 0.021, -0.041], [-0.061, -0.039, -0.032], [0.031, -0.022, 0.070], [-0.058, 0.056, 0.049], [-0.043, -0.059, 0.071], [-0.045, 0.005, 0.069], [-0.004, 0.083, -0.055], [-0.022, 0.042, -0.017], [0.039, -0.078, 0.023], [0.011, 0.025, -0.046], [0.006, 0.144, -0.046], [0.000, -0.053, 0.052], [-0.014, -0.023, 0.047], [0.004, -0.013, 0.006], [0.090, -0.042, 0.020], [0.015, -0.021, -0.064], [-0.002, 0.077, 0.042], [-0.051, -0.031, -0.051], [0.054, -0.093, 0.001], [-0.010, 0.107, 0.093], [0.099, -0.023, -0.031], [-0.061, -0.024, -0.050], [0.088, 0.015, 0.146], [-0.015, -0.058, 0.002], [0.020, 0.061, -0.066], [0.055, -0.020, 0.045], [-0.117, -0.056, 0.052], [-0.025, 0.085, -0.069], [0.076, 0.106, 0.021], [-0.117, -0.025, -0.001], [0.091, -0.114, -0.053], [0.011, 0.033, -0.078], [0.063, -0.107, -0.146], [-0.122, 0.070, -0.011], [-0.064, 0.042, 0.040], [0.003, 0.038, -0.025], [0.014, 0.015, -0.057], [0.026, -0.021, -0.027], [0.022, -0.018, 0.005], [-0.046, 0.038, -0.026], [-0.023, 0.001, -0.040], [-0.031, -0.053, -0.020], [0.000, -0.032, 0.040], [0.017, -0.043, -0.002], [-0.018, 0.014, -0.008], [-0.012, 0.045, -0.008], [0.017, 0.031, -0.033], [0.022, -0.013, -0.033], [-0.001, -0.027, -0.017], [-0.010, -0.004, 0.002], [0.003, -0.012, 0.001], [0.021, -0.031, 0.008], [0.037, -0.004, 0.001], [0.037, 0.025, 0.012], [0.005, 0.018, -0.074], [0.005, 0.049, 0.189], [0.246, 0.032, -0.423], [-0.172, -0.035, -0.065], [-0.235, 0.114, 0.361], [0.032, 0.067, -0.046], [-0.129, -0.127, -0.167], [0.182, 0.003, 0.126], [-0.060, 0.103, -0.087], [-0.048, 0.031, -0.007], [-0.007, -0.044, 0.012], [0.010, 0.002, 0.010], [0.084, 0.011, 0.054], [-0.030, -0.042, -0.017], [-0.023, -0.030, 0.094], [0.044, -0.050, -0.066], [0.046, -0.010, -0.085], [0.022, 0.060, 0.021], [-0.007, -0.045, 0.035], [0.818, 0.108, -0.354], [0.037, -0.159, 0.118], [0.023, -0.024, 0.029], [0.056, 0.063, -0.039], [0.053, 0.047, -0.015], [0.016, 0.096, -0.044], [0.009, -0.124, 0.038], [-0.117, 0.056, -0.031], [-0.013, -0.101, 0.225], [-0.071, 0.049, -0.011], [-0.065, 0.002, 0.006], [-0.020, -0.046, 0.018]], "multiplicity": 2, "homo_lumo_gap_ev": [6.79, 7.60], "s_squared": 0.7554, "lumo_ev": [0.24, 0.26], "total_energy_ev": -153152.7262}

[2]
{"formula": "C41H51Cl5GeN5S3SeTa", "method": "the ωB97M-V functional and the def2-TZVPD basis", "species": ["Ta", "C", "C", "N", "C", "C", "S", "C", "C", "S", "C", "N", "C", "H", "H", "H", "H", "H", "H", "H", "H", "Cl", "C", "C", "C", "Cl", "C", "Cl", "C", "Cl", "C", "Cl", "C", "C", "C", "C", "C", "C", "C", "C", "C", "C", "C", "C", "N", "C", "C", "C", "C", "C", "N", "C", "C", "C", "C", "H", "H", "H", "H", "H", "H", "H", "H", "H", "H", "H", "H", "H", "H", "H", "H", "H", "H", "H", "H", "H", "H", "H", "H", "H", "H", "H", "H", "H", "C", "Ge", "C", "C", "C", "Se", "C", "H", "H", "H", "H", "H", "H", "H", "H", "H", "H", "H", "H", "H", "H", "S", "C", "N"], "xyz": [[-0.128, 0.301, 0.083], [1.273, 2.505, 3.108], [1.507, 1.032, 3.097], [1.183, 0.101, 2.200], [1.790, -1.107, 2.548], [2.490, -1.089, 3.707], [2.443, 0.457, 4.394], [1.787, -2.255, 1.655], [2.312, -3.467, 1.962], [2.381, -4.426, 0.563], [1.705, -3.154, -0.362], [1.370, -2.096, 0.353], [1.726, -3.290, -1.846], [0.345, 2.790, 2.638], [2.095, 3.000, 2.587], [1.274, 2.866, 4.136], [3.057, -1.892, 4.145], [2.665, -3.827, 2.913], [2.714, -3.641, -2.148], [1.547, -2.337, -2.327], [0.997, -4.016, -2.200], [-0.945, 4.104, 0.818], [0.619, 3.600, 0.289], [0.941, 2.242, 0.196], [2.257, 1.996, -0.147], [2.539, 0.296, -0.421], [3.245, 2.929, -0.396], [4.816, 2.435, -0.848], [2.884, 4.270, -0.289], [4.043, 5.483, -0.578], [1.564, 4.602, 0.050], [1.135, 6.252, 0.186], [-3.847, -0.094, -1.870], [-4.649, -1.164, -1.152], [-4.742, -2.459, -1.970], [-4.411, -1.444, 0.345], [-5.627, -1.647, 1.000], [-5.709, -2.084, 2.304], [-4.538, -2.361, 2.966], [-3.283, -2.158, 2.395], [-2.181, -2.705, 3.300], [-0.828, -2.884, 2.664], [-2.046, -1.933, 4.619], [-3.207, -1.632, 1.084], [-1.924, -1.330, 0.387], [-1.737, -2.163, -0.601], [-0.913, -1.889, -1.696], [-1.047, -2.483, -2.939], [-0.418, -1.643, -3.846], [0.097, -0.549, -3.154], [-0.190, -0.692, -1.802], [0.914, 0.513, -3.879], [0.371, 0.666, -5.311], [2.372, 0.029, -3.985], [0.860, 1.900, -3.252], [-4.314, 0.095, -2.838], [-2.809, -0.359, -2.060], [-3.885, 0.838, -1.311], [-5.667, -0.769, -1.157], [-3.768, -2.890, -2.193], [-5.219, -2.249, -2.927], [-5.339, -3.210, -1.453], [-6.542, -1.493, 0.443], [-6.669, -2.247, 2.775], [-4.582, -2.782, 3.963], [-2.541, -3.703, 3.567], [-0.858, -3.495, 1.760], [-0.149, -3.356, 3.374], [-0.424, -1.909, 2.409], [-1.776, -0.891, 4.450], [-2.968, -1.947, 5.198], [-1.267, -2.388, 5.234], [-2.328, -3.073, -0.644], [-1.584, -3.395, -3.147], [-0.345, -1.798, -4.907], [0.548, -0.218, -5.922], [0.886, 1.496, -5.794], [-0.698, 0.882, -5.310], [2.420, -0.942, -4.478], [2.855, -0.055, -3.013], [2.946, 0.738, -4.583], [-0.135, 2.332, -3.341], [1.548, 2.557, -3.785], [1.154, 1.911, -2.209], [-5.348, 1.069, 3.946], [-4.923, 2.422, 2.608], [-6.375, 2.657, 1.332], [-4.410, 4.134, 3.394], [-3.459, 1.744, 1.425], [-1.909, 0.922, 2.229], [-1.632, 2.140, 3.717], [-6.162, 1.417, 4.582], [-4.501, 0.832, 4.590], [-5.662, 0.151, 3.454], [-7.277, 2.998, 1.840], [-6.602, 1.716, 0.830], [-6.111, 3.400, 0.579], [-5.315, 4.689, 3.642], [-3.839, 4.737, 2.687], [-3.829, 4.023, 4.308], [-3.124, 2.539, 0.763], [-3.901, 0.950, 0.825], [-2.551, 2.060, 4.291], [-1.470, 3.166, 3.404], [-0.813, 1.765, 4.325], [-2.638, 3.286, -2.444], [-1.900, 2.272, -1.537], [-1.328, 1.492, -0.818]], "atomic_forces_ev_per_a": [[0.239, -0.677, 0.588], [0.108, 0.026, -0.123], [-0.026, -0.035, 0.071], [0.043, 0.105, -0.054], [0.008, 0.000, 0.029], [-0.030, 0.008, 0.016], [-0.053, -0.030, -0.029], [0.066, -0.030, -0.004], [-0.001, 0.015, -0.038], [0.004, 0.044, -0.016], [-0.006, 0.016, -0.011], [-0.034, 0.059, 0.003], [0.023, -0.049, -0.004], [0.050, 0.018, -0.065], [0.003, 0.005, -0.019], [0.009, 0.012, -0.007], [0.003, -0.003, 0.015], [0.010, -0.002, 0.009], [-0.002, -0.009, 0.001], [-0.006, 0.018, -0.022], [0.001, 0.008, 0.007], [-0.041, 0.021, -0.010], [0.027, -0.006, 0.037], [0.187, 0.225, 0.060], [-0.055, 0.044, -0.026], [0.057, 0.003, -0.027], [-0.009, 0.007, -0.011], [0.002, -0.002, -0.002], [0.018, -0.008, -0.009], [-0.006, -0.003, 0.000], [-0.013, -0.009, 0.006], [0.003, -0.006, -0.001], [0.024, -0.005, -0.044], [-0.020, 0.052, 0.006], [-0.009, 0.005, 0.018], [-0.019, -0.020, 0.002], [0.004, -0.035, 0.021], [0.022, -0.052, -0.037], [0.000, -0.003, -0.010], [-0.020, -0.036, 0.005], [-0.019, 0.020, 0.007], [-0.019, 0.027, 0.007], [-0.006, -0.030, -0.004], [0.034, 0.033, 0.027], [-0.044, -0.013, -0.046], [0.002, 0.027, 0.003], [0.075, 0.008, -0.005], [-0.051, 0.012, 0.011], [-0.013, 0.002, 0.000], [-0.013, 0.025, 0.018], [-0.046, -0.017, -0.248], [0.020, -0.013, -0.004], [-0.002, -0.008, 0.007], [0.002, -0.002, 0.008], [0.014, 0.005, -0.015], [0.012, -0.003, -0.010], [-0.004, 0.018, 0.014], [0.013, 0.027, -0.013], [0.000, 0.007, 0.007], [0.061, -0.022, 0.006], [-0.003, 0.004, -0.003], [0.005, -0.005, -0.001], [-0.007, 0.007, -0.004], [-0.009, 0.004, 0.005], [-0.001, -0.004, 0.001], [0.022, -0.012, 0.005], [0.000, -0.002, -0.003], [0.005, 0.003, -0.002], [-0.046, -0.015, 0.005], [0.046, 0.061, -0.048], [-0.012, 0.032, -0.019], [-0.012, -0.015, 0.013], [-0.015, -0.010, -0.013], [-0.014, -0.012, 0.000], [-0.006, -0.004, -0.013], [0.003, -0.003, -0.003], [0.001, 0.005, 0.000], [-0.005, 0.000, -0.003], [0.001, -0.005, -0.005], [0.001, -0.001, -0.009], [0.003, 0.004, -0.003], [0.015, -0.005, -0.006], [0.009, 0.000, -0.002], [-0.007, -0.007, 0.026], [0.014, 0.027, -0.018], [-0.016, -0.040, 0.029], [0.010, -0.008, 0.006], [0.003, 0.009, -0.017], [-0.034, 0.005, 0.013], [-0.145, -0.043, 0.118], [-0.062, -0.041, 0.036], [-0.008, 0.035, -0.008], [0.036, 0.001, 0.011], [0.005, 0.064, 0.023], [-0.002, 0.004, 0.010], [0.001, -0.010, 0.003], [0.000, 0.000, -0.008], [-0.001, 0.006, 0.009], [-0.001, -0.001, -0.006], [-0.008, -0.001, 0.000], [0.010, 0.035, -0.008], [0.051, 0.011, 0.007], [-0.022, -0.013, 0.004], [-0.034, -0.017, 0.010], [-0.041, -0.006, -0.008], [-0.017, 0.008, -0.007], [-0.011, 0.063, 0.109], [-0.281, 0.111, -0.322]], "charge": 2, "homo_lumo_gap_ev": 6.05, "lumo_ev": -7.18, "total_energy_ev": -269314.8281}

What did we get for ΔE to the lowest compared entry with this formula, charge and spin? Answer: 0.639; 1.137 eV, in the order shown.